[1]
Here is one molecule with the formula C3H6N2O3 at a distorted geometry from OMol25. Energies are from ωB97M-V/def2-TZVPD.

Structure (XYZ):
```
14
Properties=species:S:1:pos:R:3:forces:R:3:mulliken_charge:R:1
C 2.454 0.236 0.425 2.67 0.17 0.31 0.17
C -0.783 -0.699 -0.123 -0.77 1.05 -0.71 -0.16
C -2.780 0.660 -0.068 -2.25 1.51 -0.48 0.13
H 1.619 1.627 -0.505 -0.32 0.12 0.54 0.31
H 3.389 -0.383 0.855 -1.86 1.98 -0.44 0.24
H 1.898 -1.496 -0.244 0.37 -0.94 0.02 0.24
H -0.697 -0.801 0.980 -0.58 0.76 -0.69 0.36
H -1.205 -1.631 -0.541 0.33 0.49 -0.07 0.25
H -3.312 1.454 -0.607 -0.19 0.26 0.05 0.35
N 2.392 1.456 0.139 1.00 0.30 -0.07 -0.68
N 1.510 -0.683 0.182 -1.98 -2.28 -0.21 -0.26
O 0.454 -0.319 -0.661 -0.31 0.25 -0.28 -0.25
O -1.703 0.438 -0.731 3.59 -2.79 1.07 -0.23
O -3.235 0.140 0.900 0.30 -0.87 0.97 -0.48
```
Positions in Å, forces in eV/Å.

Results
- electronic energy (Ha) = -453.034947
- energy above the lowest of the compared OMol25 structures with the same formula, charge and spin (kcal/mol) = 104.21
- gap between HOMO and LUMO (eV) = 10.73


[2]
Here is one molecule with the formula C14H10BrNOS at a distorted geometry from OMol25. Energies are from ωB97M-V/def2-TZVPD.

Structure (XYZ):
```
28
Properties=species:S:1:pos:R:3:forces:R:3:mulliken_charge:R:1
O 0.801 3.670 -1.331 0.07 0.68 -1.06 -0.40
C -0.012 3.873 -2.175 -0.81 -0.92 1.95 0.49
Br 0.449 4.802 -3.843 -0.40 -0.29 0.39 -0.17
C -1.475 3.311 -1.879 0.22 -0.59 -0.68 -0.93
C -1.263 1.793 -1.503 -0.07 -0.95 -0.64 0.62
C -1.057 0.889 -2.658 -0.09 -0.70 2.80 -0.49
C -0.833 -0.529 -2.396 -0.12 1.75 1.18 -0.66
C -0.805 -0.988 -1.009 0.06 1.22 0.79 0.48
C -1.001 -0.089 0.151 -0.33 1.46 -2.50 -0.10
C -1.237 1.333 -0.120 0.29 -1.34 -1.96 -0.50
N -0.943 -0.516 1.534 0.66 -0.87 -0.93 -0.25
C 0.174 -1.410 1.804 2.20 -1.31 1.17 -0.11
C 0.981 -1.155 3.011 0.41 -1.18 -0.98 -0.25
C 2.142 -1.967 3.364 -1.70 -0.63 -2.71 -0.58
C 2.487 -3.075 2.450 -1.11 1.23 0.18 -0.29
C 1.709 -3.365 1.239 -0.22 1.75 1.54 -0.56
C 0.557 -2.527 0.924 0.38 1.21 1.34 0.60
S -0.484 -2.741 -0.571 0.53 0.87 0.39 -0.25
H -1.947 3.891 -1.047 0.71 -0.40 -0.61 0.35
H -2.150 3.400 -2.769 0.70 -0.08 0.72 0.40
H -1.061 1.324 -3.691 -0.01 -0.64 1.12 0.34
H -0.655 -1.202 -3.270 -0.16 0.45 1.16 0.35
H -1.400 2.069 0.703 0.25 -0.88 -0.73 0.30
H -1.829 -0.914 1.859 0.34 0.12 -0.24 0.28
H 0.694 -0.303 3.673 0.19 -0.79 -0.76 0.33
H 2.741 -1.716 4.269 -0.55 -0.40 -0.94 0.35
H 3.398 -3.670 2.719 -1.09 0.46 -0.55 0.30
H 2.021 -4.190 0.564 -0.35 0.77 0.58 0.35
```
Positions in Å, forces in eV/Å.

Results
- electronic energy (Ha) = -3641.620207
- energy above the lowest of the compared OMol25 structures with the same formula, charge and spin (kcal/mol) = 51.99
- gap between HOMO and LUMO (eV) = 8.70


[3]
Here is one molecule with the formula C10H19NS at a distorted geometry from OMol25. Energies are from ωB97M-V/def2-TZVPD.

Structure (XYZ):
```
31
Properties=species:S:1:pos:R:3:forces:R:3:mulliken_charge:R:1
C -2.653 -0.354 -0.303 1.26 -2.02 -2.23 -0.42
C -1.299 -0.155 -1.032 -1.91 1.12 -3.47 0.00
C -0.450 0.932 -0.440 2.45 -1.06 0.92 0.67
C 0.127 0.678 1.003 0.86 -0.39 -0.60 0.30
C -2.367 -1.213 0.796 -1.07 -0.95 0.70 0.32
C 1.169 -0.501 0.829 -1.38 -0.32 1.61 -0.83
C -0.578 -1.415 -1.655 0.31 1.75 1.62 -1.52
C -1.158 2.205 -0.678 -0.47 2.04 3.76 -2.06
C 0.872 1.841 1.684 0.26 -0.30 -0.55 -1.77
C 3.381 -1.862 0.065 2.06 3.11 -0.10 -0.88
N -2.244 -2.147 1.447 0.47 -0.20 0.78 -0.58
S 2.654 -0.175 -0.196 -0.71 -0.52 -0.67 -0.03
H -3.158 0.559 -0.115 -0.44 0.61 0.35 0.37
H -3.200 -1.032 -1.022 -0.09 0.98 0.85 0.33
H -1.655 0.530 -1.897 0.31 -1.96 0.45 0.27
H 0.481 0.838 -1.061 -0.72 0.90 0.15 0.09
H -0.719 0.347 1.633 0.63 -0.11 0.05 0.15
H 1.601 -0.717 1.828 -0.46 -0.04 -0.37 0.62
H 0.505 -1.370 0.555 1.56 0.64 0.13 0.31
H 0.263 -1.022 -2.196 0.66 0.36 -0.09 0.42
H -1.014 -2.065 -2.378 -1.31 -0.33 -0.03 0.41
H -0.165 -1.934 -0.802 -0.09 -0.89 -0.42 0.40
H -1.306 2.413 -1.666 -0.72 0.28 -2.71 0.61
H -0.561 3.029 -0.338 0.71 0.57 0.23 0.48
H -2.102 2.441 -0.072 0.93 -0.98 -0.89 0.23
H 1.391 1.535 2.631 0.18 -0.05 -1.32 0.33
H 0.221 2.572 2.061 -1.40 1.14 0.30 0.54
H 1.467 2.386 0.914 0.29 -0.59 0.87 0.34
H 4.074 -2.186 -0.725 -0.11 0.51 0.39 0.36
H 2.590 -2.486 0.096 -2.44 -2.29 0.31 0.28
H 3.833 -1.672 1.034 0.39 -1.01 -0.01 0.27
```
Positions in Å, forces in eV/Å.

Results
- electronic energy (Ha) = -845.280804
- energy above the lowest of the compared OMol25 structures with the same formula, charge and spin (kcal/mol) = 54.67
- gap between HOMO and LUMO (eV) = 9.20


[4]
Here is C37H25FN5O7PZr as an isolated structure from OMol25. Energies are from ωB97M-V/def2-TZVPD.

Structure (XYZ):
```
77
Properties=species:S:1:pos:R:3:forces:R:3:mulliken_charge:R:1
Zr 0.164 -0.257 -0.011 -0.20 0.20 0.04 1.06
O 1.956 -0.634 -1.191 0.35 -0.12 0.12 -0.68
C 2.000 0.527 -0.751 0.03 0.02 -0.18 0.82
C 2.845 1.669 -0.863 -0.07 -0.19 0.07 -0.24
C 4.198 1.733 -1.208 0.00 0.12 0.01 -0.68
C 4.797 2.979 -1.225 -0.06 -0.02 0.02 -0.79
C 4.054 4.126 -0.934 0.08 0.01 -0.02 -0.65
C 2.699 4.067 -0.627 0.01 -0.18 -0.01 -1.07
C 2.093 2.822 -0.577 0.02 0.34 0.03 0.85
P 0.310 2.502 -0.357 -0.08 -0.59 -0.06 0.89
C -0.322 2.345 -2.066 -0.22 0.19 -0.09 1.08
C 0.447 1.816 -3.102 0.06 -0.12 -0.01 -0.25
C -0.108 1.600 -4.360 0.04 0.00 0.05 -0.91
C -1.430 1.925 -4.603 -0.06 0.04 0.04 -0.68
C -2.201 2.485 -3.587 0.04 -0.04 -0.09 -0.89
C -1.655 2.689 -2.334 0.04 0.01 0.08 -0.72
C -0.445 3.942 0.387 -0.01 0.22 -0.03 0.75
C -0.627 3.957 1.769 -0.06 -0.03 0.06 -0.51
C -1.123 5.092 2.392 -0.01 0.02 -0.05 -0.78
C -1.439 6.211 1.635 -0.01 0.01 0.01 -0.58
C -1.258 6.205 0.257 0.01 -0.04 0.02 -0.80
C -0.759 5.076 -0.371 0.05 0.04 0.04 -0.50
H 4.758 0.835 -1.427 0.00 -0.02 0.00 0.59
H 5.848 3.070 -1.463 0.01 0.00 0.00 0.47
H 4.548 5.087 -0.954 0.01 0.02 0.00 0.45
H 2.142 4.972 -0.425 -0.02 0.02 0.01 0.53
H 1.498 1.596 -2.961 -0.04 0.02 -0.04 0.38
H 0.510 1.198 -5.150 0.01 0.00 -0.02 0.49
H -1.857 1.771 -5.584 -0.01 -0.01 -0.02 0.45
H -3.222 2.782 -3.782 -0.01 -0.01 0.00 0.47
H -2.256 3.174 -1.576 -0.03 -0.06 0.06 0.51
H -0.381 3.088 2.370 0.03 -0.04 -0.04 0.41
H -1.262 5.105 3.463 0.00 -0.01 0.02 0.45
H -1.829 7.096 2.120 0.00 0.01 0.01 0.44
H -1.502 7.082 -0.326 0.00 0.02 -0.02 0.46
H -0.613 5.080 -1.444 0.01 -0.01 0.00 0.51
O -5.255 -5.710 -0.973 -0.05 0.01 0.00 -0.54
N -4.113 -5.580 -0.611 0.04 -0.03 -0.03 0.96
O -3.373 -6.464 -0.232 0.00 0.00 0.03 -0.56
C -3.569 -4.202 -0.597 0.03 -0.09 -0.03 0.09
C -4.447 -3.214 -0.362 0.23 0.16 -0.01 -0.95
C -3.982 -1.861 -0.258 -0.22 -0.03 -0.05 1.14
C -4.854 -0.804 0.069 0.00 0.04 0.01 -0.67
C -4.351 0.460 0.220 0.17 -0.03 -0.04 -1.30
C -2.981 0.659 0.024 -0.05 0.13 -0.02 0.06
N -2.142 -0.304 -0.330 -0.01 -0.12 0.13 0.11
C -2.634 -1.571 -0.456 0.11 -0.10 0.04 -0.72
C -1.712 -2.647 -0.743 -0.25 0.25 0.18 0.28
N -0.406 -2.303 -0.900 -0.03 0.01 -0.03 0.13
C 0.477 -3.251 -1.186 0.03 -0.01 -0.05 -0.19
C 0.111 -4.592 -1.317 0.09 0.13 0.00 -1.22
C -1.195 -4.956 -1.118 -0.13 -0.04 0.02 -0.53
C -2.160 -3.971 -0.802 0.09 0.03 -0.18 0.69
H -5.496 -3.441 -0.233 -0.01 -0.01 0.01 0.58
H -5.907 -1.005 0.219 -0.01 -0.02 0.00 0.49
H -4.975 1.297 0.499 -0.03 0.00 0.00 0.53
H -2.549 1.640 0.180 -0.01 0.03 -0.04 0.41
H 1.504 -2.932 -1.323 -0.04 -0.05 0.01 0.67
H 0.862 -5.327 -1.567 0.00 -0.01 0.00 0.50
H -1.490 -5.990 -1.200 0.01 0.00 0.00 0.60
F 4.869 -3.562 0.856 -0.05 0.04 -0.06 -0.29
C 4.172 -3.498 1.987 0.03 -0.06 0.19 0.20
C 3.011 -2.854 2.053 -0.05 -0.09 -0.11 -0.31
N 2.292 -2.772 3.235 0.09 0.14 0.05 0.22
C 0.962 -2.212 3.347 -0.17 0.10 0.05 -0.81
C 0.580 -1.238 2.282 0.01 0.32 0.04 1.10
O 1.391 -0.387 1.767 0.11 -0.31 -0.08 -0.57
O -0.607 -1.201 1.835 0.05 -0.16 -0.01 -0.50
C 2.750 -3.370 4.408 0.12 -0.09 0.07 0.27
O 2.107 -3.327 5.427 -0.08 0.04 0.07 -0.60
N 3.964 -4.012 4.300 -0.11 0.10 -0.04 -0.04
C 4.763 -4.153 3.166 0.09 0.00 -0.13 0.19
O 5.807 -4.743 3.176 0.00 0.00 0.02 -0.54
H 2.616 -2.350 1.183 0.01 -0.02 0.02 0.68
H 0.891 -1.641 4.283 0.06 -0.13 0.02 0.44
H 0.190 -2.983 3.410 0.06 0.03 -0.07 0.41
H 4.307 -4.443 5.150 -0.01 0.00 -0.01 0.25
```
Positions in Å, forces in eV/Å.

Results
- electronic energy (Ha) = -2713.284896
- energy above the lowest of the compared OMol25 structures with the same formula, charge and spin (kcal/mol) = 16.31
- net charge = +2
- gap between HOMO and LUMO (eV) = 6.78


[5]
Here is a 15-piece molecular cluster, C5H38NO15 overall at a distorted geometry from OMol25. Energies are from ωB97M-V/def2-TZVPD.

Structure (XYZ):
```
59
Properties=species:S:1:pos:R:3:forces:R:3:mulliken_charge:R:1
N 0.752 -0.855 1.465 -0.38 1.61 -0.37 -0.12
C 0.518 0.487 2.030 -1.68 -0.18 0.43 -1.12
C 0.968 1.488 0.959 1.58 -0.77 1.30 0.08
C 1.523 0.588 -0.171 -3.35 1.09 -1.44 -0.49
C 0.719 -0.712 -0.003 4.13 -3.12 1.48 0.57
C 1.520 -2.077 -0.440 -3.03 2.13 -3.22 -0.59
O 2.237 -1.804 -1.632 0.00 -0.22 -0.74 -0.69
H 0.133 -1.523 1.856 -0.93 -0.68 0.10 0.24
H -0.577 0.674 2.280 1.16 -0.35 -0.13 0.25
H 1.105 0.550 2.933 0.03 0.31 0.44 0.46
H 0.179 2.188 0.728 -0.17 -0.04 -0.55 0.26
H 1.785 2.048 1.412 0.02 0.38 -0.24 -0.03
H 1.071 1.031 -1.071 0.84 -0.02 -0.31 0.39
H 2.587 0.579 -0.301 0.31 -0.48 0.19 0.01
H -0.200 -0.775 -0.554 -0.87 0.55 0.17 -0.06
H 2.154 -2.522 0.295 0.39 -0.14 0.31 0.54
H 0.662 -2.759 -0.713 0.83 -0.03 0.69 0.10
H 2.647 -1.684 1.614 0.64 0.73 0.20 0.27
H 2.790 -2.220 2.904 0.43 -0.06 0.85 0.31
O 3.360 -1.729 2.303 -1.16 -1.02 -0.93 -0.78
H -2.790 -3.574 1.440 -0.17 0.80 0.58 0.37
H -2.967 -2.538 0.378 -0.02 0.21 2.03 0.55
O -2.997 -2.612 1.430 0.57 -1.35 -1.48 -0.78
H -3.534 -2.798 -1.758 0.35 0.72 0.64 0.19
H -2.047 -1.141 -2.095 -0.50 -0.84 0.53 0.18
O -3.025 -2.305 -1.076 -0.34 -0.38 -1.41 -1.06
H 1.279 4.817 0.243 -0.17 -0.58 -0.02 0.31
H 2.763 4.237 0.297 0.10 -0.69 0.41 0.36
O 2.211 5.012 0.239 0.09 1.36 -0.26 -0.65
H 4.878 0.121 2.991 0.57 0.19 0.17 0.30
H 3.498 -0.044 2.577 0.13 0.53 0.72 0.33
O 4.068 0.630 3.021 -0.59 0.01 -0.48 -0.67
H -3.061 3.852 -1.054 -0.21 0.24 0.13 0.32
H -1.889 3.079 -1.468 0.09 0.18 -0.12 0.31
O -2.196 3.998 -1.445 0.14 -0.44 0.03 -0.64
H -3.970 0.825 -1.928 -0.24 -0.13 -0.33 0.28
H -3.737 0.642 -0.435 0.17 0.40 -0.77 0.50
O -3.550 1.293 -1.207 0.57 -0.48 0.35 -0.75
H 0.285 -2.111 -3.653 0.10 -0.02 -0.32 0.33
H 1.610 -1.572 -2.424 1.02 -0.20 1.67 0.48
O 0.658 -1.220 -3.635 -2.04 0.88 0.57 -0.73
H 5.473 1.106 -0.610 -0.13 -0.30 -0.49 0.30
H 4.365 0.525 0.321 -0.25 -0.29 -0.19 0.36
O 5.152 1.063 0.288 0.75 0.26 0.33 -0.69
H -4.927 2.713 -0.667 0.06 0.83 0.39 0.34
H -5.411 1.565 -0.120 -0.56 -0.33 1.06 0.31
O -5.429 2.500 0.137 -0.08 -0.27 -0.94 -0.65
H -4.525 -0.851 1.114 0.26 -0.25 -0.30 0.27
H -3.922 -1.438 -0.326 -0.78 1.12 0.45 0.34
O -4.471 -0.658 0.169 0.12 -0.32 -0.34 -0.76
H 4.022 2.799 2.103 0.22 0.22 -0.13 0.26
H 4.818 2.757 0.840 0.06 -0.15 0.04 0.47
O 4.373 3.393 1.415 -0.43 0.03 0.29 -0.71
H -2.765 -4.007 -0.666 0.58 0.54 -0.38 0.30
H -1.522 -4.976 -0.837 -0.11 0.45 -0.09 0.28
O -2.406 -4.883 -0.476 -0.17 -1.36 0.48 -0.71
H -0.210 -0.704 -3.328 1.72 -1.17 -0.65 0.48
H -2.215 0.205 -2.772 0.36 -0.42 -0.06 0.32
O -1.819 -0.675 -2.915 -0.05 1.32 -0.36 -0.65
```
Positions in Å, forces in eV/Å.

Results
- electronic energy (Ha) = -1396.691395
- energy above the lowest of the compared OMol25 structures with the same formula, charge and spin (kcal/mol) = 84.93
- net charge = -1
- gap between HOMO and LUMO (eV) = 9.00